{"formula": "C19H28N4O5S", "method": "ωB97M-V/def2-TZVPD", "symbols": ["C", "C", "C", "C", "N", "C", "C", "C", "C", "S", "O", "O", "C", "C", "C", "C", "C", "O", "N", "C", "N", "N", "C", "C", "O", "C", "O", "C", "C", "H", "H", "H", "H", "H", "H", "H", "H", "H", "H", "H", "H", "H", "H", "H", "H", "H", "H", "H", "H", "H", "H", "H", "H", "H", "H", "H", "H"], "coordinates": [[0.1976, 1.3223, 2.6772], [-0.6444, 2.3863, 1.9832], [-1.8377, 1.7969, 1.2290], [-1.4095, 1.1068, -0.0710], [-2.3589, 0.1708, -0.6337], [-3.5417, 0.6469, -1.3203], [-4.7202, 0.9857, -0.4051], [-5.9893, 1.2638, -1.2069], [-7.1652, 1.5967, -0.2968], [-2.5403, -1.2768, 0.1710], [-2.8777, -1.1225, 1.5615], [-3.4011, -2.0977, -0.6284], [-0.8587, -1.8943, 0.0701], [-0.3122, -2.1085, -1.1796], [1.0243, -2.4486, -1.2847], [1.7956, -2.5606, -0.1331], [3.2630, -2.7911, -0.2475], [3.8214, -3.8483, -0.3625], [4.0059, -1.6163, -0.2073], [3.5313, -0.3455, -0.1276], [2.3060, 0.0743, -0.0760], [2.3692, 1.4222, 0.0031], [3.6110, 1.7617, -0.0068], [4.1896, 3.1385, 0.0209], [3.7916, 3.9063, -1.0819], [2.4424, 4.3228, -1.0370], [4.4233, 0.6700, -0.0905], [1.2193, -2.4093, 1.1228], [-0.1186, -2.0720, 1.2218], [-0.4284, 0.7100, 3.3219], [0.6831, 0.6774, 1.9504], [0.9681, 1.7907, 3.2865], [-0.0161, 2.9471, 1.2876], [-1.0200, 3.0840, 2.7355], [-2.3435, 1.0650, 1.8592], [-2.5432, 2.5984, 1.0008], [-1.1920, 1.8553, -0.8394], [-0.4915, 0.5426, 0.1036], [-3.8435, -0.1640, -1.9888], [-3.2559, 1.5125, -1.9246], [-4.8828, 0.1363, 0.2609], [-4.4823, 1.8548, 0.2098], [-6.2324, 0.3853, -1.8075], [-5.8105, 2.0969, -1.8917], [-7.3615, 0.7707, 0.3823], [-8.0629, 1.7830, -0.8820], [-6.9516, 2.4835, 0.2961], [-0.9358, -1.9863, -2.0502], [1.4777, -2.6013, -2.2521], [5.0135, -1.7146, -0.2708], [5.2780, 3.0600, -0.0308], [3.8975, 3.6293, 0.9628], [2.2734, 4.8851, -1.9523], [1.7643, 3.4658, -0.9902], [2.2661, 4.9681, -0.1688], [1.8202, -2.5302, 2.0112], [-0.5983, -1.9165, 2.1749]], "forces_ev_per_angstrom": [[-0.05, 0.20, -0.12], [-0.16, -0.14, 0.03], [0.14, 0.20, -0.06], [0.23, 0.23, 0.48], [0.03, -1.01, 0.34], [-0.60, -0.15, -0.06], [-0.03, 0.05, -0.40], [0.10, 0.01, 0.31], [0.11, -0.03, -0.24], [0.47, 0.10, -0.27], [0.29, 0.04, -0.01], [-0.05, 0.01, -0.28], [-0.42, 0.26, 0.14], [0.09, -0.05, -0.14], [0.01, -0.10, 0.16], [-0.51, -0.49, 0.11], [-0.08, 0.20, 0.03], [0.00, -0.19, -0.03], [0.95, -0.06, -0.02], [-0.79, 0.83, 0.06], [0.22, -1.17, -0.16], [0.45, 1.35, 0.20], [-0.55, 0.15, 0.02], [0.13, 0.05, 0.09], [0.28, -0.05, -0.14], [-0.19, 0.01, -0.04], [0.14, -0.46, -0.05], [0.06, -0.19, -0.26], [-0.09, 0.00, 0.13], [-0.06, -0.11, 0.13], [0.10, -0.14, -0.02], [0.12, -0.04, 0.06], [0.05, 0.13, 0.00], [0.04, 0.08, -0.06], [-0.05, 0.13, 0.03], [-0.08, -0.04, 0.00], [0.05, -0.12, 0.00], [0.15, 0.18, -0.04], [-0.09, 0.22, -0.12], [0.08, -0.08, 0.02], [-0.10, 0.06, 0.09], [0.01, -0.01, 0.10], [0.02, -0.01, -0.11], [0.00, -0.02, -0.10], [-0.07, -0.07, 0.11], [-0.13, 0.03, 0.03], [-0.02, 0.09, 0.09], [-0.01, 0.02, -0.18], [0.03, 0.01, -0.12], [-0.19, -0.12, 0.00], [-0.11, 0.03, 0.13], [0.10, -0.08, -0.11], [-0.07, 0.03, 0.05], [0.00, 0.15, -0.04], [-0.01, 0.01, 0.00], [0.06, 0.03, 0.11], [0.01, 0.03, 0.15]], "mulliken_charge": [-0.870, -0.523, -0.243, -0.108, 0.356, -1.220, 0.124, -0.474, -1.339, 1.565, -0.693, -0.761, -0.723, -0.363, -0.560, 0.392, -0.149, -0.587, -0.001, 0.487, 0.307, -0.858, 0.609, -0.551, -0.371, -0.460, -0.473, -0.505, -0.029, 0.359, -0.029, 0.401, 0.150, 0.389, 0.285, 0.211, 0.366, -0.475, 0.399, 0.357, 0.363, 0.095, 0.326, 0.337, 0.324, 0.404, 0.328, 0.472, 0.446, 0.271, 0.271, 0.276, 0.263, 0.136, 0.279, 0.438, 0.582], "smiles": "CCCCN(CCCC)S(=O)(=O)c1ccc(C(=O)Nc2nnc(COC)o2)cc1", "homo_energy_ev": -9.1, "molar_mass_da": 424.5, "relative_energy_ev": 3.282, "gap_ha": 0.348}

---

{"formula": "C19H28NO3", "method": "ωB97M-V/def2-TZVPD", "symbols": ["O", "C", "C", "N", "C", "C", "C", "C", "O", "C", "C", "C", "C", "C", "C", "C", "C", "C", "C", "C", "C", "C", "O", "H", "H", "H", "H", "H", "H", "H", "H", "H", "H", "H", "H", "H", "H", "H", "H", "H", "H", "H", "H", "H", "H", "H", "H", "H", "H", "H", "H"], "coordinates": [[0.2666, 1.5163, 2.3447], [1.1006, 0.3800, 2.4350], [2.5227, 0.8453, 2.0721], [2.4542, 1.8891, 1.0216], [2.5507, 1.3464, -0.3603], [1.4894, 0.3966, -0.6199], [0.5649, -0.3414, -0.8239], [-0.5131, -1.3353, -0.8636], [0.0380, -2.6092, -0.6184], [-1.4630, -0.9714, 0.2732], [-1.9070, 0.3398, 0.4110], [-2.7708, 0.6783, 1.4403], [-3.1976, -0.2890, 2.3376], [-2.7561, -1.5935, 2.2007], [-1.8904, -1.9345, 1.1750], [-1.2568, -1.2662, -2.2178], [-0.3305, -1.5654, -3.4192], [-0.8529, -2.8662, -4.0377], [-2.3453, -2.8314, -3.7218], [-2.3828, -2.3126, -2.2863], [3.3877, 3.0156, 1.2524], [2.7191, 4.0082, 2.2044], [1.4618, 4.2819, 1.6262], [-0.6574, 1.2407, 2.2643], [1.1031, -0.0211, 3.4551], [0.7621, -0.4040, 1.7525], [2.9875, 1.2835, 2.9557], [3.1258, 0.0033, 1.7329], [1.4945, 2.3005, 1.1558], [2.4680, 2.1788, -1.0653], [3.5284, 0.8695, -0.4833], [0.3009, -2.9982, -1.4606], [-1.5821, 1.0961, -0.2898], [-3.1221, 1.6956, 1.5321], [-3.8761, -0.0251, 3.1338], [-3.0898, -2.3525, 2.8911], [-1.5392, -2.9483, 1.0706], [-1.6707, -0.2598, -2.3108], [-0.4099, -0.7569, -4.1460], [0.7203, -1.6329, -3.1284], [-0.3951, -3.7379, -3.5645], [-0.6508, -2.9205, -5.1055], [-2.8493, -2.1303, -4.3878], [-2.8196, -3.8053, -3.8227], [-3.3482, -1.8884, -2.0165], [-2.1695, -3.1303, -1.5951], [4.3408, 2.6540, 1.6385], [3.5576, 3.5254, 0.3024], [3.3358, 4.9105, 2.2817], [2.5991, 3.5774, 3.2068], [0.9665, 4.8952, 2.1775]], "forces_ev_per_angstrom": [[0.08, 0.20, 0.16], [-0.02, -0.36, 0.01], [-0.36, -0.50, 0.66], [-0.47, 0.35, 0.02], [0.03, -0.17, -0.54], [-0.36, -0.17, -0.27], [0.74, 0.24, 0.17], [-0.48, 0.34, -0.26], [-0.03, -0.19, 0.07], [0.03, -0.20, 0.11], [-0.08, -0.09, -0.05], [-0.04, 0.09, -0.09], [-0.02, -0.04, 0.11], [-0.08, 0.04, 0.08], [0.09, -0.02, -0.13], [0.04, -0.13, 0.15], [0.04, -0.03, -0.05], [-0.10, 0.12, -0.12], [0.08, -0.12, 0.10], [-0.17, 0.09, -0.07], [0.22, 0.82, 0.24], [0.24, -0.15, 0.11], [-0.03, 0.13, -0.20], [0.02, -0.05, -0.09], [0.12, 0.02, -0.12], [0.07, 0.10, 0.14], [0.04, 0.06, -0.15], [0.05, 0.11, -0.05], [0.23, -0.18, -0.22], [0.13, 0.01, 0.20], [-0.02, 0.19, 0.09], [0.07, -0.01, -0.01], [0.04, 0.09, -0.05], [-0.06, 0.10, 0.00], [-0.06, 0.02, 0.08], [-0.03, -0.07, 0.08], [0.03, -0.09, -0.01], [0.05, -0.03, 0.06], [0.07, 0.01, 0.01], [0.05, 0.08, -0.05], [0.03, -0.07, 0.01], [0.08, -0.09, -0.02], [-0.05, 0.01, -0.07], [-0.08, 0.00, -0.06], [-0.03, -0.03, 0.08], [-0.04, -0.01, 0.02], [-0.08, -0.06, -0.04], [-0.03, -0.15, 0.02], [0.03, -0.17, -0.01], [0.07, 0.03, -0.07], [-0.05, -0.05, 0.01]], "mulliken_charge": [-0.657, 0.163, -0.883, 0.234, -0.823, 0.241, -1.609, 1.949, -0.660, -0.315, -0.502, -0.917, -0.403, -0.862, -0.026, 0.463, -1.138, -0.569, -0.726, -0.858, -0.651, -0.450, -0.533, 0.280, 0.430, -0.051, 0.409, 0.310, 0.430, 0.433, 0.381, 0.501, 0.316, 0.476, 0.448, 0.461, 0.479, 0.691, 0.355, 0.354, 0.268, 0.393, 0.315, 0.410, 0.333, 0.266, 0.385, 0.372, 0.456, 0.310, 0.321], "smiles": "OCC[NH+](CC#C[C@@](O)(c1ccccc1)C1CCCC1)CCO", "homo_energy_ev": -12.0, "molar_mass_da": 318.4, "charge": 1, "relative_energy_ev": 2.357, "gap_ha": 0.360}

---

{"formula": "C19H29BIN2O12S", "method": "ωB97M-V/def2-TZVPD", "symbols": ["C", "C", "C", "C", "O", "C", "C", "N", "C", "C", "C", "O", "O", "C", "N", "C", "O", "C", "S", "C", "C", "C", "I", "H", "H", "H", "H", "H", "H", "H", "H", "H", "H", "H", "H", "H", "H", "H", "H", "H", "H", "H", "H", "H", "H", "H", "H", "H", "H", "H", "H", "H", "B", "O", "C", "O", "C", "O", "O", "O", "C", "O", "C", "O", "O"], "coordinates": [[3.3322, 0.1314, 1.3485], [2.7088, 0.9466, 2.1794], [1.7318, 1.8241, 3.1482], [0.2709, 1.8470, 2.4679], [-0.6703, 1.4574, 3.5311], [-2.0109, 1.2673, 2.9937], [-2.5116, -0.2200, 3.4699], [-1.8962, -1.1803, 2.4792], [-2.0584, -2.6121, 2.9174], [-0.5925, -3.1482, 3.3772], [0.4415, -3.3454, 2.1456], [-0.8220, -4.4586, 4.0210], [-0.1735, 3.1376, 1.9787], [0.8123, 3.8151, 1.1560], [0.1357, 5.0834, 0.6640], [1.2813, 3.0220, -0.1680], [0.5827, 3.5022, -1.3721], [0.5820, 2.4901, -2.4140], [2.2509, 1.7947, -2.8558], [-0.5440, 1.3407, -2.0876], [-1.8699, 2.0086, -1.4093], [-2.6354, 2.9648, -2.5010], [-3.2494, 0.3886, -0.8382], [3.6364, -0.8360, 0.7853], [1.6774, 1.2355, 4.1340], [2.1787, 2.8570, 3.3701], [0.1687, 1.0964, 1.5938], [-2.0935, 1.3651, 1.8525], [-2.7003, 2.0450, 3.5262], [-2.0529, -0.3945, 4.5298], [-3.6628, -0.2991, 3.5225], [-0.8759, -0.9479, 2.4824], [-2.3837, -3.2241, 1.9887], [-2.8523, -2.7056, 3.7606], [-0.1958, -2.3928, 4.1677], [0.8364, -4.4207, 2.0331], [1.3345, -2.6159, 2.3276], [-0.0881, -2.9820, 1.1821], [-1.2601, -4.2535, 4.8876], [1.7544, 4.1755, 1.7087], [0.1355, 5.7923, 1.4327], [-0.8523, 4.8157, 0.4742], [1.2625, 1.8769, -0.0928], [2.4007, 3.3112, -0.3415], [0.1883, 3.0220, -3.3761], [3.0462, 1.6025, -1.7315], [-0.0666, 0.6626, -1.2680], [-0.8115, 0.7473, -3.0327], [-1.6451, 2.6073, -0.4561], [-3.7021, 2.5513, -2.5976], [-2.1242, 2.8035, -3.5381], [-2.6238, 4.0787, -2.1865], [1.2520, -3.3573, -4.2591], [0.4369, -2.2658, -3.7018], [0.3765, -2.4566, -2.3827], [-0.2198, -1.7328, -1.6168], [1.1318, -3.6544, -2.0238], [1.2730, -4.1003, -0.9076], [1.6566, -4.2003, -3.1227], [0.4858, -4.1352, -5.2452], [1.1484, -4.0622, -6.4026], [0.7886, -4.5940, -7.4277], [2.3513, -3.2520, -6.2294], [3.1656, -2.9928, -7.0855], [2.4283, -2.8268, -4.9657]], "forces_ev_per_angstrom": [[-3.91, 3.18, 4.58], [2.27, -3.74, -3.66], [1.14, -1.39, -1.06], [-0.88, -0.59, 0.77], [0.74, 0.46, -2.56], [-1.92, -0.60, 1.42], [1.24, 0.93, -0.34], [-0.42, 0.22, 1.56], [1.20, -0.19, -0.76], [-1.06, -0.48, 0.16], [-0.32, 1.31, 0.32], [0.07, 1.43, 0.75], [2.05, -0.76, 0.13], [-0.56, 1.73, -1.75], [0.17, -0.96, 1.50], [1.37, 0.40, -0.32], [0.56, -1.76, 0.39], [-2.21, 0.18, 0.24], [0.28, 0.03, -0.29], [0.65, 0.45, 1.83], [0.61, 0.97, -1.51], [0.17, -0.89, 0.04], [0.62, 0.56, -0.08], [-0.50, 2.46, 1.20], [-0.07, 0.93, -1.57], [-0.78, -1.59, -0.50], [0.41, 0.98, 1.43], [0.30, -0.17, 1.75], [1.21, -1.19, -1.17], [-0.99, 0.39, -1.48], [1.89, 0.08, -0.31], [-1.15, -0.38, -0.08], [0.38, 0.78, 1.69], [1.44, 0.11, -1.33], [-0.46, -1.19, -1.29], [-0.86, 1.77, 0.27], [-1.44, -1.44, -0.43], [1.06, -0.86, 1.42], [0.57, -0.37, -1.24], [-1.46, -0.93, -0.49], [-0.15, -1.04, -0.81], [1.01, 0.43, 0.09], [-0.23, 1.73, 0.08], [-1.87, -0.53, 0.51], [1.21, -0.77, 1.66], [-1.36, 0.28, -0.45], [-0.99, 0.78, -1.81], [0.48, 0.79, 1.57], [-0.21, -1.18, -1.44], [1.53, 1.08, 0.06], [-0.90, 0.53, 1.86], [0.00, -1.91, -0.62], [0.06, -0.04, -0.18], [0.12, -0.37, 0.84], [-1.80, 2.81, -0.59], [0.46, -0.65, -0.25], [1.71, -2.79, 1.10], [-0.18, 0.47, -0.62], [-0.48, 0.62, 0.50], [0.62, 0.28, -0.39], [-2.71, -1.96, -0.86], [0.40, 0.43, 0.62], [2.93, 1.84, -0.06], [-0.66, -0.28, 0.47], [-0.40, -0.41, -0.53]], "mulliken_charge": [-0.370, -0.146, -0.593, 0.741, -0.519, 0.021, -0.577, 0.146, -0.819, 0.378, -0.664, -0.580, -0.469, -0.182, -0.674, 0.053, -0.422, -0.101, -0.232, -0.441, 0.026, -0.880, 0.006, 0.346, 0.303, 0.361, 0.131, -0.216, 0.282, 0.271, 0.339, -0.101, 0.180, 0.363, 0.157, 0.331, 0.104, 0.126, 0.326, 0.327, 0.304, 0.297, 0.007, 0.156, 0.380, 0.130, -0.021, 0.543, 0.049, 0.330, 0.262, 0.208, 1.171, -0.667, 0.740, -0.475, 0.348, -0.568, -0.522, -0.503, 0.598, -0.613, 0.595, -0.617, -0.465], "homo_energy_ev": -6.7, "molar_mass_da": 647.2, "charge": -1, "gap_ha": 0.324}

---

Which formula does entry 2 have? C19H28NO3